(1)
{"formula": "C4H11NO", "method": "the ωB97M-V functional and the def2-TZVPD basis", "elements": ["C", "O", "N", "C", "C", "C", "H", "H", "H", "H", "H", "H", "H", "H", "H", "H", "H"], "coordinates": [[-2.85234, -0.00450, 0.12940], [-1.49897, -0.18902, 0.49554], [-0.54444, 0.01353, -0.56210], [0.83565, 0.38940, 0.15303], [1.82343, 0.88650, -0.96741], [1.15433, -0.88755, 0.95804], [-3.36191, -0.70344, 0.79642], [-2.84837, -0.25500, -0.98470], [-3.18336, 0.96399, 0.42439], [-0.29963, -0.85198, -1.07380], [0.70473, 1.14967, 0.87512], [2.05745, 0.17845, -1.89951], [1.50372, 1.89589, -1.48323], [2.73296, 1.02448, -0.50224], [1.16638, -1.73030, 0.34447], [0.43484, -1.10446, 1.87909], [2.17552, -0.77566, 1.41750]], "e_tot_ha": -288.873302, "gap_ha": 0.3585}

(2)
{"formula": "C21H23ClIN4OSr", "method": "the ωB97M-V functional and the def2-TZVPD basis", "elements": ["Sr", "Cl", "C", "C", "C", "C", "O", "C", "C", "N", "C", "C", "C", "C", "C", "C", "C", "C", "N", "C", "C", "H", "H", "H", "H", "H", "H", "H", "H", "H", "H", "N", "C", "C", "N", "C", "C", "H", "H", "H", "H", "H", "H", "H", "H", "H", "H", "H", "I", "C", "H", "H"], "coordinates": [[-0.89212, 0.55900, 0.93949], [6.80030, -0.53405, 0.21984], [5.07443, -0.58258, 0.39252], [4.45055, -1.76390, 0.79609], [3.08489, -1.80816, 0.93913], [2.26116, -0.68687, 0.68628], [0.97411, -0.76544, 0.84701], [2.91549, 0.51011, 0.27301], [2.25658, 1.75738, -0.04116], [0.99446, 2.01737, -0.08172], [0.61657, 3.31268, -0.50736], [1.27991, 4.00707, -1.48875], [0.88704, 5.30677, -1.86527], [-0.17975, 5.90751, -1.26774], [-0.92112, 5.20752, -0.28759], [-2.05342, 5.76942, 0.34294], [-2.75413, 5.04058, 1.25728], [-2.32819, 3.73007, 1.53087], [-1.27283, 3.17190, 0.98075], [-0.54338, 3.89723, 0.08094], [4.31814, 0.53138, 0.14532], [5.05436, -2.63683, 1.00673], [2.60420, -2.71402, 1.28860], [2.95524, 2.56829, -0.26673], [2.11326, 3.54268, -1.99949], [1.44292, 5.82178, -2.63686], [-0.48511, 6.90865, -1.54285], [-2.35352, 6.77756, 0.08486], [-3.62548, 5.43803, 1.75705], [-2.89244, 3.12037, 2.22984], [4.80757, 1.44839, -0.15966], [-0.89364, -3.68396, -1.45737], [0.08436, -3.66111, -0.31762], [-0.69327, -3.66522, 0.99113], [-1.65052, -4.74942, 1.10019], [-2.56123, -4.79186, -0.02640], [-1.85615, -4.83279, -1.37831], [-0.39331, -3.70551, -2.34467], [-1.43933, -2.79906, -1.44951], [0.68891, -2.76031, -0.41355], [0.71068, -4.54817, -0.42060], [-1.23822, -2.71947, 1.07969], [0.01188, -3.69952, 1.81972], [-1.20153, -5.64212, 1.26149], [-3.20082, -3.90376, 0.00972], [-3.21400, -5.65956, 0.05632], [-2.55507, -4.73308, -2.20774], [-1.27369, -5.74615, -1.50229], [-2.95347, -0.80136, -1.34947], [-3.27646, -0.69926, 0.88351], [-4.29185, -0.29469, 0.89242], [-3.39300, -1.76352, 1.11997]], "e_tot_ha": -1896.750839, "total_charge": 1, "gap_ha": 0.2690}

(3)
{"formula": "C6H10N3O", "method": "the ωB97M-V functional and the def2-TZVPD basis", "elements": ["C", "C", "C", "C", "C", "C", "N", "N", "N", "O", "H", "H", "H", "H", "H", "H", "H", "H", "H", "H"], "coordinates": [[1.62564, 1.23571, -1.33636], [1.85182, 0.15701, -0.55557], [0.24629, 1.70583, -1.53017], [-0.32592, 0.00327, 0.09336], [1.11632, -1.83541, 0.75411], [-1.88778, 1.58823, -0.29276], [0.84362, -0.55820, 0.05692], [-0.58915, 1.10288, -0.47138], [-1.02930, -2.11071, 1.92842], [-0.12641, 2.43966, -2.42483], [2.51136, 1.79577, -1.85101], [2.78871, -0.44278, -0.57450], [1.17185, -2.63869, 0.04735], [1.79723, -1.86413, 1.51731], [-0.16872, -2.22670, 1.59952], [-2.21576, 2.11381, -1.21005], [-2.72485, 0.97738, -0.11797], [-1.92281, 2.35161, 0.53253], [-1.83595, -2.59795, 1.50378], [-1.12619, -1.19658, 2.33131]], "e_tot_ha": -473.658683, "total_charge": 1, "gap_ha": [0.2474, 0.3261]}

(4)
{"formula": "C11H19Br2Cl8O2", "method": "the ωB97M-V functional and the def2-TZVPD basis", "elements": ["C", "C", "Br", "C", "Br", "C", "C", "C", "C", "O", "O", "H", "H", "H", "H", "H", "H", "H", "H", "H", "H", "H", "C", "Cl", "Cl", "H", "H", "C", "Cl", "Cl", "H", "H", "C", "Cl", "Cl", "H", "H", "C", "Cl", "Cl", "H", "H"], "coordinates": [[1.34560, -3.45737, -0.33570], [1.47773, -2.29077, -1.30873], [1.01892, -2.89670, -3.10347], [0.64150, -1.07919, -0.82976], [2.11946, 0.49607, -0.86045], [-0.59087, -0.70260, -1.42918], [-1.71912, -0.40385, -0.45199], [-3.01472, -1.19112, -0.71090], [-3.03727, -2.67258, -0.37557], [-3.85484, -3.44101, -0.77764], [-2.08642, -3.10379, 0.48873], [1.80836, -4.36062, -0.74809], [0.29476, -3.68348, -0.12737], [1.86771, -3.20183, 0.59714], [2.52606, -2.01481, -1.40764], [0.50077, -1.21978, 0.25586], [-0.47519, 0.18563, -2.05529], [-1.40243, -0.55625, 0.60355], [-1.99507, 0.66126, -0.49437], [-3.29460, -1.12037, -1.76709], [-3.84397, -0.75958, -0.12536], [-1.49901, -2.35543, 0.68010], [5.67348, -3.13026, 0.96824], [4.87122, -1.63151, 0.49956], [5.52111, -4.39680, -0.25819], [6.72865, -2.92778, 1.10865], [5.21713, -3.48735, 1.88354], [-1.97639, 4.50012, -0.39580], [-1.88286, 3.11843, -1.47996], [-2.91758, 4.15389, 1.06891], [-0.97179, 4.76649, -0.08953], [-2.46000, 5.31884, -0.91489], [5.37974, 2.08192, -0.35221], [4.19921, 3.38621, -0.33861], [6.81205, 2.43761, 0.64014], [4.89675, 1.19596, 0.04259], [5.70828, 1.92601, -1.37204], [-6.39051, 4.27894, 2.56393], [-6.71781, 6.01481, 2.69557], [-5.09950, 3.74887, 3.64225], [-7.29568, 3.74486, 2.82487], [-6.08283, 4.06893, 1.54618]], "e_tot_ha": -9410.589990, "total_charge": -1, "gap_ha": 0.1940}

Copy entry 1 word for word.
{"formula": "C4H11NO", "method": "the ωB97M-V functional and the def2-TZVPD basis", "elements": ["C", "O", "N", "C", "C", "C", "H", "H", "H", "H", "H", "H", "H", "H", "H", "H", "H"], "coordinates": [[-2.85234, -0.00450, 0.12940], [-1.49897, -0.18902, 0.49554], [-0.54444, 0.01353, -0.56210], [0.83565, 0.38940, 0.15303], [1.82343, 0.88650, -0.96741], [1.15433, -0.88755, 0.95804], [-3.36191, -0.70344, 0.79642], [-2.84837, -0.25500, -0.98470], [-3.18336, 0.96399, 0.42439], [-0.29963, -0.85198, -1.07380], [0.70473, 1.14967, 0.87512], [2.05745, 0.17845, -1.89951], [1.50372, 1.89589, -1.48323], [2.73296, 1.02448, -0.50224], [1.16638, -1.73030, 0.34447], [0.43484, -1.10446, 1.87909], [2.17552, -0.77566, 1.41750]], "e_tot_ha": -288.873302, "gap_ha": 0.3585}